1.
Computed, not measured: an isolated molecule of C3H7N3O2 at a distorted geometry, with ωB97M-V/def2-TZVPD.

```
15
Properties=species:S:1:pos:R:3
N 2.1369 -0.8277 -0.8500
C 1.0208 -0.4820 -0.3027
N 0.9486 0.6862 0.4928
O 0.1017 1.5691 -0.3894
C -1.2241 1.4327 0.3100
C -1.4627 -0.0205 0.8761
O -1.0344 -1.2625 0.5185
N -0.1742 -1.1912 -0.6118
H 1.9324 -1.6652 -1.5632
H 1.9470 1.1400 0.1320
H -1.9024 1.6800 -0.6615
H -1.3889 2.3350 0.8612
H -2.5975 -0.0775 0.7368
H -1.0775 0.0447 1.8749
H 0.1649 -2.1631 -0.9304
```

Summary:
- energy relative to the best compared isomer or geometry (same formula, charge and spin) (kcal per mole) = 184.9
- HOMO energy (eV) = -9.223
- total charge = 0
- LUMO level (eV) = 0.75
- SMILES = N=C1NOCCON1
- HOMO-LUMO gap (eV) = 9.9718
- 2S+1 = 1


2.
Computed, not measured: the ion C4H8NO with charge +1 at a distorted geometry, with ωB97M-V/def2-TZVPD.

```
14
Properties=species:S:1:pos:R:3
C 0.8952 0.5083 0.2716
C -0.3697 -1.3525 -0.6877
C -0.5548 -0.0001 -0.0012
C -1.8391 0.8346 -0.0239
N 1.9090 -0.4856 -0.0865
O -0.6256 -1.4646 0.5287
H 1.0798 1.5404 -0.1797
H 1.0356 0.6185 1.3744
H -0.3169 -2.1635 -1.4450
H -1.8411 1.3804 -0.9503
H -1.7902 1.3176 1.0402
H -2.6458 0.1619 0.1340
H 2.5898 -0.1759 -0.7232
H 2.4740 -0.7196 0.7486
```

Summary:
- energy relative to the best compared isomer or geometry (same formula, charge and spin) (kcal per mole) = 74.9
- HOMO energy (eV) = -15.002
- total charge = +1
- LUMO level (eV) = -5.39
- HOMO-LUMO gap (eV) = 9.6142
- 2S+1 = 1


3.
Computed, not measured: a structure of composition C39H50BClIrN2O9S3Si at a distorted geometry, with ωB97M-V/def2-TZVPD.

```
107
Properties=species:S:1:pos:R:3
Ir -1.5414 0.9573 -0.2638
S -2.9050 -0.8843 2.1967
C -2.4521 -0.4574 3.7873
C -2.9848 -1.1441 4.8918
C -2.5447 -0.8913 6.1681
C -1.5643 0.0822 6.3926
C -1.0796 0.8163 5.3395
C -1.5100 0.5734 4.0246
S -0.8883 1.5308 2.7585
H -3.7454 -1.8896 4.7079
H -2.9490 -1.4453 7.0085
H -1.1984 0.2585 7.3986
H -0.3514 1.6006 5.4893
O -5.9655 4.9765 0.5178
C -4.8063 5.6065 0.6210
O -4.7737 6.8244 0.6953
C -3.5725 4.8012 0.6254
C -2.2966 5.3428 0.8312
Cl -1.9956 6.7633 1.7392
N -1.3532 4.3432 0.6664
N -2.0132 3.1711 0.3896
C -3.3361 3.4381 0.3596
C -4.2788 2.3155 0.1476
O -5.5146 2.5379 0.0991
O -3.7884 1.1626 0.0307
C 0.0106 4.4817 0.6533
C 0.8575 3.3635 0.7796
C 2.2197 3.5142 0.8571
C 2.8090 4.7744 0.7980
C 1.9873 5.8791 0.5957
C 0.6211 5.7472 0.5100
H -5.8367 3.9564 0.3572
H 0.4265 2.3766 0.8317
H 2.8394 2.6378 0.9788
H 3.8822 4.8886 0.8855
H 2.4331 6.8628 0.4958
H 0.0238 6.6222 0.3189
C -2.4681 -2.3927 -1.2083
C -3.1424 -1.1823 -1.8422
C -3.7829 -1.5812 -3.1800
C -2.1710 -0.0254 -2.0735
H -3.1753 -3.2148 -1.1009
H -2.0990 -2.1323 -0.2202
H -1.6212 -2.7378 -1.7979
H -3.9447 -0.8512 -1.1783
H -3.0346 -1.9542 -3.8796
H -4.2766 -0.7227 -3.6304
H -4.5225 -2.3681 -3.0307
H -2.7076 0.7606 -2.6180
H -1.3504 -0.3707 -2.7088
C 1.2705 -5.2763 3.0448
C 0.5868 -4.1071 2.3157
C 0.0632 -3.0924 3.3338
C -0.5587 -4.6292 1.4526
O 1.5696 -3.4995 1.5063
Si 1.4417 -2.5095 0.2099
S 0.2709 -0.8202 0.7078
O 2.9923 -2.1150 -0.1002
C 3.8483 -1.1483 0.4681
C 3.6705 0.1662 -0.2966
C 3.5583 -0.9315 1.9515
C 5.2764 -1.6878 0.2851
O 0.9538 -3.4701 -1.0183
C 1.3779 -3.6279 -2.3505
C 2.8720 -3.9660 -2.3888
C 0.5796 -4.8093 -2.9250
C 1.1036 -2.3483 -3.1406
H 0.5814 -5.7419 3.7454
H 2.1343 -4.9128 3.5949
H 1.6014 -6.0260 2.3295
H -0.6713 -3.5518 3.9903
H -0.3967 -2.2591 2.8109
H 0.8828 -2.7029 3.9327
H -1.3253 -5.0895 2.0708
H -0.1811 -5.3521 0.7327
H -0.9883 -3.8017 0.8975
H 2.6390 0.4992 -0.2045
H 3.8903 0.0184 -1.3516
H 4.3372 0.9305 0.0961
H 2.5476 -0.5505 2.0719
H 4.2655 -0.2173 2.3679
H 3.6315 -1.8756 2.4858
H 5.4614 -1.8802 -0.7691
H 5.3889 -2.6192 0.8353
H 6.0095 -0.9704 0.6458
H 3.0856 -4.7546 -1.6705
H 3.4450 -3.0893 -2.1087
H 3.1673 -4.2930 -3.3835
H 0.7711 -5.7022 -2.3341
H 0.8702 -4.9990 -3.9564
H -0.4862 -4.6004 -2.8879
H 1.5592 -1.5078 -2.6226
H 0.0332 -2.1653 -3.1901
H 1.5045 -2.4228 -4.1505
O 0.6519 1.2588 -2.5498
B -0.2900 1.8140 -1.6701
O -0.5427 3.1267 -2.0925
C 0.1831 3.3458 -3.2063
C 0.2257 4.4621 -4.0249
C 0.9954 4.3590 -5.1811
C 1.7096 3.2107 -5.4791
C 1.7025 2.1003 -4.6353
C 0.9152 2.1888 -3.4977
H -0.3263 5.3538 -3.7755
H 1.0286 5.1905 -5.8728
H 2.2771 3.1682 -6.4001
H 2.2671 1.2089 -4.8636
```

Summary:
- energy relative to the best compared isomer or geometry (same formula, charge and spin) (kcal per mole) = 99.6
- HOMO energy (alpha / beta) (eV) = -1.934 / -2.027
- total charge = -2
- LUMO level (alpha / beta) (eV) = 4.04 / 3.58
- HOMO-LUMO gap (alpha / beta) (eV) = 5.9774 / 5.6107
- <S²> = 0.787
- 2S+1 = 2